Model i:
The following is a quantum chemistry calculation of an isolated molecule of C4H6N2, from the Open Molecules 2025 dataset.

XYZ file:
```
12
Properties=species:S:1:pos:R:3:lowdin_charge:R:1
N 2.5924 1.4880 -0.5978 0.15
C 1.9383 0.5360 -0.5499 -0.21
C 1.0548 -0.6387 -0.5314 -0.19
N -0.1205 -0.4131 0.3040 -0.12
C -1.4090 -0.5053 -0.3672 -0.14
C -0.8704 0.8074 0.0525 -0.15
H 0.7995 -0.8663 -1.5776 0.12
H 1.6133 -1.4944 -0.1397 0.12
H -2.2012 -0.9892 0.1971 0.10
H -1.4084 -0.7176 -1.4378 0.10
H -0.5086 1.4829 -0.7221 0.11
H -1.2440 1.2985 0.9463 0.11
```

The lowest unoccupied orbital energy is 0.94 eV. Its multiplicity is 1. As for the HOMO energy: -9.9 eV. As for the structure (SMILES): N#CCN1CC1. As for the total charge: 0. Its HOMO-LUMO gap is 0.3970 Eh.

---

Model ii:
The following is a quantum chemistry calculation of an isolated molecule of C4H6N2, from the Open Molecules 2025 dataset.

XYZ file:
```
12
Properties=species:S:1:pos:R:3:lowdin_charge:R:1
C -0.4642 -1.4823 -0.2653 -0.08
N -0.3276 -0.0573 -0.4264 -0.15
C 0.8440 0.6726 -0.8078 -0.08
C 0.3341 0.6972 0.6047 -0.29
C -0.6363 1.6399 1.1341 -0.17
N -1.5859 2.1998 1.4854 0.14
H -1.0648 -1.6382 0.6389 0.09
H 0.4892 -2.0211 -0.1691 0.08
H -1.0326 -1.8595 -1.1161 0.08
H 0.6941 1.5276 -1.4678 0.11
H 1.7781 0.1217 -0.9530 0.11
H 0.9719 0.1996 1.3426 0.14
```

The lowest unoccupied orbital energy is 0.85 eV. Its multiplicity is 1. As for the HOMO energy: -9.9 eV. As for the structure (SMILES): CN1C[C@H]1C#N. As for the total charge: 0. Its HOMO-LUMO gap is 0.3939 Eh.

---

Model iii:
The following is a quantum chemistry calculation of an isolated molecule of C4H6N2, from the Open Molecules 2025 dataset.

XYZ file:
```
12
Properties=species:S:1:pos:R:3:lowdin_charge:R:1
N 2.6593 1.3049 -0.4470 0.13
C 1.8176 0.5072 -0.4749 -0.28
C 1.0500 -0.6487 -0.0624 -0.17
N -0.2445 -0.4595 0.6145 -0.10
C -1.5116 -0.4616 -0.1405 -0.14
C -0.9874 0.7853 0.4580 -0.15
H 1.0013 -1.5253 -0.7169 0.12
H 2.0929 -0.7050 0.5311 0.17
H -2.3571 -0.9727 0.3300 0.10
H -1.4933 -0.5471 -1.2270 0.11
H -0.5902 1.5324 -0.2286 0.10
H -1.4370 1.1902 1.3637 0.10
```

The lowest unoccupied orbital energy is 0.85 eV. Its multiplicity is 1. As for the HOMO energy: -9.5 eV. As for the structure (SMILES): N#CCN1CC1. As for the total charge: 0. Its HOMO-LUMO gap is 0.3820 Eh.

---

Model iv:
The following is a quantum chemistry calculation of a cluster of 2 separate species, C4H6N2 in total, from the Open Molecules 2025 dataset.

XYZ file:
```
12
Properties=species:S:1:pos:R:3:lowdin_charge:R:1
C -1.2899 0.9238 -0.2829 -0.01
C -0.1823 -0.0289 -0.2219 -0.31
C 1.0888 -0.2431 -0.2125 -0.21
C 2.2644 0.4561 -0.4751 -0.18
N 3.1699 1.1257 -0.7503 0.14
N 0.1855 -1.2963 -0.8385 0.08
H -1.2732 1.2652 -1.3250 0.10
H -2.2674 0.4835 -0.0790 0.09
H -1.1154 1.7869 0.3628 0.09
H 0.1348 -1.1668 -1.8605 0.09
H -0.7394 -1.6042 1.5397 0.06
H -0.0112 -1.6966 1.4461 0.05
```

The lowest unoccupied orbital energy is 0.10 eV. Its multiplicity is 1. As for the HOMO energy: -8.9 eV. As for the structure (SMILES): CC1=C(C#N)N1.[H][H]. As for the total charge: 0. Its HOMO-LUMO gap is 0.3313 Eh.

---

Stability summary: most stable model i, least stable model iv.

---

Model i:
The following is a quantum chemistry calculation of an isolated molecule of C4H6N2, from the Open Molecules 2025 dataset.

XYZ file:
```
12
Properties=species:S:1:pos:R:3:lowdin_charge:R:1
C -1.5169 0.6299 -1.0067 -0.05
C -0.2840 0.1788 -0.2926 -0.38
C -0.1697 -0.7861 0.6642 -0.06
N 1.1084 -0.5381 1.1982 0.03
C 1.7807 0.1613 0.2431 -0.22
N 0.9656 0.6532 -0.6535 0.09
H -1.7661 1.6278 -0.6506 0.08
H -2.3213 -0.0313 -0.6847 0.07
H -1.3551 0.5917 -2.0801 0.07
H -0.8471 -1.4509 1.1711 0.11
H 1.5475 -1.2133 1.8085 0.14
H 2.8580 0.1770 0.2831 0.11
```

The lowest unoccupied orbital energy is 0.94 eV. Its multiplicity is 1. As for the HOMO energy: -8.6 eV. As for the structure (SMILES): Cc1c[nH]cn1. As for the total charge: 0. Its HOMO-LUMO gap is 0.3501 Eh.

---

Model ii:
The following is a quantum chemistry calculation of a cluster of 2 separate species, C4H6N2 in total, from the Open Molecules 2025 dataset.

XYZ file:
```
12
Properties=species:S:1:pos:R:3:lowdin_charge:R:1
C -2.3860 -0.6760 0.0258 -0.13
C -0.9527 -0.4925 0.0480 -0.19
C 0.1938 -0.8603 -0.0619 0.06
N 2.6077 -0.0319 -0.0370 0.00
N 2.1719 1.1295 0.0810 -0.21
C 1.4489 2.0029 0.4142 0.12
H -2.8952 0.1576 -0.4484 0.07
H -2.5683 -1.5901 -0.5540 0.09
H -2.7636 -0.8335 1.0375 0.08
H 1.0730 -1.4126 -0.1922 0.01
H 3.3692 -0.1442 -0.6880 0.06
H 0.7014 2.7511 0.3750 0.06
```

The lowest unoccupied orbital energy is 0.97 eV. Its multiplicity is 1. As for the HOMO energy: -8.5 eV. As for the total charge: 0. Its HOMO-LUMO gap is 0.3485 Eh.

---

Stability summary: most stable model i, least stable model ii.

---

Model i:
The following is a quantum chemistry calculation of a cluster of 2 separate species, C4H8N2O2S in total, from the Open Molecules 2025 dataset.

XYZ file:
```
17
Properties=species:S:1:pos:R:3:lowdin_charge:R:1
C -0.3350 -0.6785 -0.4758 -0.21
C 1.3628 -0.4858 1.0871 -0.08
C 1.8950 -0.1059 -1.3542 -0.04
C 0.8237 0.1436 -0.2537 -0.34
N -1.3400 -1.1867 -0.6941 0.12
N -2.2356 1.8359 0.2784 0.04
O -3.3645 -0.5115 1.2749 -0.50
O -2.9080 1.0322 -0.5871 -0.53
S -3.6032 -0.3144 -0.1277 0.91
H 1.1274 -1.4991 1.2481 0.06
H 1.1169 -0.0678 2.0406 0.07
H 2.4494 -0.4465 1.2211 0.08
H 2.3414 -1.0211 -1.2821 0.06
H 2.4746 0.7806 -1.2757 0.08
H 1.2843 -0.0359 -2.2452 0.08
H 0.7803 1.2420 0.0362 0.16
H -1.8698 1.3189 1.1090 0.04
```

The lowest unoccupied orbital energy (spin up / spin down) is -0.31 / -0.29 eV. Its multiplicity is 1. As for the HOMO energy (spin up / spin down): -8.1 / -9.7 eV. As for the total charge: 0. Its HOMO-LUMO gap (spin up / spin down) is 0.2844 / 0.3445 Eh.

---

Model ii:
The following is a quantum chemistry calculation of a cluster of 3 separate species, C4H8N2O2S in total, from the Open Molecules 2025 dataset.

XYZ file:
```
17
Properties=species:S:1:pos:R:3:lowdin_charge:R:1
C 0.3806 0.0087 -0.5815 -0.22
C -1.0850 -0.1291 -0.7169 -0.46
C -0.3253 -2.4790 0.0946 0.11
C -1.1067 2.0645 1.1390 -0.33
N -0.2244 -1.2227 -0.2080 -0.05
N 1.3599 0.7387 -0.0161 -0.43
O 1.5862 1.8792 -0.4507 0.01
O 2.0787 0.1396 0.8073 0.01
S -2.1468 0.6877 0.4731 0.86
H 1.8825 -1.2395 -1.8520 0.05
H -1.4817 -0.1808 -1.7260 0.10
H 2.6970 -1.1551 -1.5957 0.08
H 0.5055 -2.9767 0.6792 0.12
H -1.2746 -2.9415 0.0579 0.08
H -0.2776 2.3913 0.4603 0.05
H -0.7003 1.6751 2.0301 0.01
H -1.8679 2.7397 1.4053 0.01
```

The lowest unoccupied orbital energy (spin up / spin down) is -0.82 / -0.83 eV. Its multiplicity is 1. As for the HOMO energy (spin up / spin down): -8.7 / -8.7 eV. As for the total charge: 0. Its HOMO-LUMO gap (spin up / spin down) is 0.2903 / 0.2903 Eh.

---

Model iii:
The following is a quantum chemistry calculation of an isolated molecule of C4H8N2O2S, from the Open Molecules 2025 dataset.

XYZ file:
```
17
Properties=species:S:1:pos:R:3:lowdin_charge:R:1
C 0.0613 1.7630 0.8670 -0.31
C 0.0332 -0.1367 -1.2309 -0.59
C -1.6792 0.2490 0.6407 -0.14
C 0.7072 -1.3871 -0.7344 -0.17
N -1.2792 1.4632 0.8067 -0.06
N -2.7473 -0.0388 -0.1742 -0.42
O -2.9740 -1.2365 -0.4358 0.01
O -3.4685 0.7840 -0.6796 0.06
S 0.7288 1.3951 -1.0474 0.86
H 0.2612 2.8498 1.0013 0.09
H 0.5236 1.3098 1.7054 0.08
H -0.5380 -0.3935 -2.1008 0.06
H -1.1854 -0.6334 0.9913 0.13
H 1.4241 -1.0838 0.0284 0.06
H 1.1106 -1.9460 -1.5619 0.07
H 0.0043 -2.0670 -0.1852 0.08
H -1.9721 2.1301 0.3790 0.18
```

The lowest unoccupied orbital energy (spin up / spin down) is -0.98 / -0.96 eV. Its multiplicity is 1. As for the HOMO energy (spin up / spin down): -8.2 / -8.1 eV. As for the total charge: 0. Its HOMO-LUMO gap (spin up / spin down) is 0.2657 / 0.2636 Eh.

---

Model iv:
The following is a quantum chemistry calculation of a cluster of 2 separate species, C4H8N2O2S in total, from the Open Molecules 2025 dataset.

XYZ file:
```
17
Properties=species:S:1:pos:R:3:lowdin_charge:R:1
N 0.0158 -1.5958 -1.5309 0.02
C 0.6615 -0.9840 -0.4631 -0.25
C 0.0377 -0.1210 0.3415 -0.13
C 0.5532 -0.0842 1.9594 -0.65
N -0.6420 -0.0935 2.7067 -0.03
S 1.5383 1.5284 1.9549 0.67
H -0.6407 -0.9767 -2.0487 0.07
H 0.5769 -2.1894 -2.1886 0.10
H 1.3817 -1.5908 -0.0387 0.09
H -0.8098 0.3621 0.1052 0.05
H 1.2522 -0.8429 2.1931 0.06
H -1.1435 0.8135 2.9159 0.11
H -1.1493 -0.8220 2.3346 0.04
H 1.9764 1.1336 0.7507 -0.16
O -1.0817 2.8984 -2.6358 0.24
C -1.2086 1.8213 -2.9926 -0.43
O -1.3182 0.7431 -3.3634 0.20
```

The lowest unoccupied orbital energy is 0.40 eV. Its multiplicity is 1. As for the HOMO energy: -8.0 eV. As for the structure (SMILES): N/C=C/[C@H](N)S.O=C=O. As for the total charge: 0. Its HOMO-LUMO gap is 0.3084 Eh.

---

Stability summary: most stable model iv, least stable model ii.

---

Model i:
The following is a quantum chemistry calculation of the ion C3H7N2OS with charge +1, from the Open Molecules 2025 dataset.

XYZ file:
```
14
Properties=species:S:1:pos:R:3:lowdin_charge:R:1
C -0.1177 -0.6666 0.1602 -0.45
C 2.1803 1.8482 0.1966 -0.39
C -1.2053 -1.2430 -0.6349 -0.01
N 0.1288 0.6496 -0.3932 0.07
N 0.7536 -1.1185 0.9492 0.14
O 0.9588 1.7727 -0.2013 -0.01
S 2.9925 3.3549 0.1179 1.03
H 2.7612 1.0239 0.6106 0.12
H -2.2066 -0.8693 -0.4501 0.09
H -1.2244 -2.3613 -0.5244 0.12
H -0.9196 -0.8790 -1.6714 0.12
H -0.5663 0.9474 -1.0002 0.11
H 0.7993 -2.1308 1.3459 0.13
H 2.0796 4.1644 -0.3796 -0.07
```

The lowest unoccupied orbital energy is -5.46 eV. Its multiplicity is 1. As for the HOMO energy: -13.9 eV. As for the total charge: +1. Its HOMO-LUMO gap is 0.3094 Eh.

---

Model ii:
The following is a quantum chemistry calculation of the ion C3H7N2OS with charge +1, from the Open Molecules 2025 dataset.

XYZ file:
```
14
Properties=species:S:1:pos:R:3:lowdin_charge:R:1
N 1.0093 1.4946 -0.7671 0.24
C 0.0031 0.4646 -0.4908 -0.74
O -1.0257 0.8285 -1.6441 -0.04
N -0.6516 0.5423 0.7339 0.08
C -0.7115 -0.5616 1.3460 -0.15
C 0.0813 -1.7846 0.9638 -0.30
S 0.6733 -1.2281 -0.7698 0.98
H 0.6785 1.8830 -1.6537 0.17
H 1.8509 0.9182 -0.9730 0.15
H 1.0927 2.2784 -0.0958 0.20
H -1.8116 0.3462 -1.4141 0.08
H -1.4673 -0.6024 2.1933 0.16
H 0.8541 -1.9503 1.6743 0.08
H -0.5756 -2.6290 0.8971 0.09
```

The lowest unoccupied orbital energy is -3.78 eV. Its multiplicity is 1. As for the HOMO energy: -14.2 eV. As for the structure (SMILES): [NH3+][C@]1(O)N=CCS1. As for the total charge: +1. Its HOMO-LUMO gap is 0.3816 Eh.

---

Stability summary: most stable model ii, least stable model i.

---

Model i:
The following is a quantum chemistry calculation of a cluster of 2 separate species, C5H5NO in total, from the Open Molecules 2025 dataset.

XYZ file:
```
12
Properties=species:S:1:pos:R:3:lowdin_charge:R:1
O 2.3333 0.4340 -0.4540 0.27
C 1.3812 0.0725 0.0771 -0.07
C 0.1996 -0.2019 0.7053 -0.26
C -1.0346 0.4472 -0.0521 -0.06
C -0.8481 -1.0092 -0.1130 -0.29
C -0.4089 -1.7366 -1.2983 -0.19
N -0.1022 -2.2738 -2.2771 0.16
H 0.5104 2.7807 1.0800 0.06
H 0.2420 -0.2406 1.7922 0.15
H -0.7047 0.9327 -0.9805 0.07
H -0.1337 2.4235 0.9526 0.03
H -1.4341 -1.6285 0.5678 0.14
```

The lowest unoccupied orbital energy is -0.43 eV. Its multiplicity is 1. As for the HOMO energy: -8.4 eV. As for the total charge: 0. Its HOMO-LUMO gap is 0.2924 Eh.

---

Model ii:
The following is a quantum chemistry calculation of an isolated molecule of C5H5NO, from the Open Molecules 2025 dataset.

XYZ file:
```
12
Properties=species:S:1:pos:R:3:lowdin_charge:R:1
O 1.0373 0.8308 -1.4059 -0.07
C -0.3304 0.8010 -1.0555 -0.21
C -0.5669 -0.0763 0.1720 -0.23
C 0.4965 -0.6837 0.7392 -0.22
C 1.2601 -1.0611 1.8037 0.21
C -1.9081 -0.2751 0.6118 -0.19
N -3.0174 -0.4414 0.9067 0.15
H 1.5089 1.3546 -0.7433 0.11
H -0.6990 1.8123 -0.8239 0.13
H -0.8714 0.4415 -1.9357 0.13
H 1.3339 -0.6656 -0.0064 0.15
H 1.7566 -2.0369 1.7374 0.03
```

The lowest unoccupied orbital energy (spin up / spin down) is -1.27 / -1.26 eV. Its multiplicity is 1. As for the HOMO energy (spin up / spin down): -8.7 / -8.7 eV. As for the total charge: 0. Its HOMO-LUMO gap (spin up / spin down) is 0.2740 / 0.2742 Eh.

---

Model iii:
The following is a quantum chemistry calculation of a cluster of 2 separate species, C5H5NO in total, from the Open Molecules 2025 dataset.

XYZ file:
```
12
Properties=species:S:1:pos:R:3:lowdin_charge:R:1
O 2.1258 -0.2938 0.7909 0.14
C 1.0436 -0.2235 1.2362 -0.30
C 0.0284 -0.0888 2.0916 -0.08
C -1.2642 -0.2850 1.8576 0.00
C -0.1983 -0.4875 -0.7392 -0.02
C -0.0056 0.8081 -1.5493 -0.14
N 0.5821 -0.4751 -1.7666 0.00
H -2.0385 -0.2617 2.6190 0.06
H -1.5601 -0.5048 0.8221 0.02
H 0.6113 1.6024 -1.1295 0.09
H -0.7902 1.1151 -2.2340 0.08
H 1.4658 -0.9054 -1.9988 0.14
```

The lowest unoccupied orbital energy is -0.06 eV. Its multiplicity is 1. As for the HOMO energy: -8.7 eV. As for the total charge: 0. Its HOMO-LUMO gap is 0.3182 Eh.

---

Stability summary: most stable model ii, least stable model iii.

---

Model i:
The following is a quantum chemistry calculation of a structure of composition C5H5NO, from the Open Molecules 2025 dataset.

XYZ file:
```
12
Properties=species:S:1:pos:R:3:lowdin_charge:R:1
O -2.3187 -0.8518 -0.1380 0.08
C -1.1096 -0.3004 0.0486 -0.36
C -0.4827 1.0223 -0.2642 -0.02
C 0.8401 0.1578 -0.2780 -0.28
C 0.0169 -0.9773 0.2702 0.00
C 1.9373 0.5636 0.5855 -0.19
N 2.7768 0.8050 1.3406 0.14
H -0.7776 1.5378 -1.1807 0.12
H -0.4653 1.7233 0.5760 0.13
H 1.1837 -0.0008 -1.3084 0.15
H 0.2447 -1.8971 0.7942 0.12
H -1.9055 -1.7146 -0.3479 0.12
```

The lowest unoccupied orbital energy is 0.58 eV. Its multiplicity is 1. As for the HOMO energy: -9.4 eV. As for the total charge: 0. Its HOMO-LUMO gap is 0.3671 Eh.

---

Model ii:
The following is a quantum chemistry calculation of a structure of composition C5H5NO, from the Open Molecules 2025 dataset.

XYZ file:
```
12
Properties=species:S:1:pos:R:3:lowdin_charge:R:1
O 0.1912 -1.5915 1.9294 0.14
C -0.0713 -0.9537 0.9703 -0.27
C 0.3151 -0.8798 -0.5697 -0.21
N -1.1135 -0.5109 -0.7108 0.03
C -0.9152 0.3122 0.5039 -0.21
C 0.2857 1.2105 0.2437 -0.04
C 1.0790 0.4289 -0.4964 -0.04
H 0.7340 -1.7052 -1.1437 0.14
H -1.3384 0.0219 -1.5527 0.12
H -1.7162 0.8846 0.9521 0.13
H 0.4916 2.1855 0.6849 0.11
H 2.0769 0.6324 -0.8522 0.10
```

The lowest unoccupied orbital energy is 1.05 eV. Its multiplicity is 1. As for the HOMO energy: -9.6 eV. As for the total charge: 0. Its HOMO-LUMO gap is 0.3913 Eh.

---

Stability summary: most stable model i, least stable model ii.